[1]
The following is a quantum chemistry calculation of a molecular structure, C43H43Cl49FN7O3S2 in a non-equilibrium geometry, from the OMol25 dataset.

The geometry in XYZ format:
```
148
Properties=species:S:1:pos:R:3:forces:R:3:lowdin_charge:R:1
C -4.803 4.478 0.270 -0.8468 -1.3518 -3.2264 -0.073
C -5.167 4.235 -1.161 0.5932 0.3196 2.6932 -0.104
C -5.264 2.743 -1.873 -1.4644 -4.2003 4.4734 -0.235
O -5.632 1.728 -1.043 2.6332 6.2657 -5.7360 -0.032
O -5.006 2.531 -3.307 0.3266 0.1532 3.7147 -0.113
C -3.931 1.545 -3.538 1.5411 -0.7542 -0.7641 -0.178
C -2.494 2.338 -3.558 -0.2150 0.1199 -0.0366 -0.182
C -1.170 1.371 -3.458 0.2467 0.6199 -0.5210 -0.195
C 0.111 2.286 -2.894 -0.2386 -0.7130 -0.3725 -0.212
C 1.054 1.428 -1.812 -0.6020 -0.3790 -0.8583 -0.204
C 2.552 2.078 -1.681 0.5461 -0.5104 0.5063 -0.211
C 3.156 2.095 -0.139 1.5641 -1.3874 3.9802 -0.025
C 3.492 3.493 0.707 0.7846 -1.8516 1.9952 -0.038
C 3.125 4.908 -0.087 0.7350 -1.0019 -0.6170 -0.173
C 1.522 5.123 -0.353 -0.2332 0.8895 0.1468 -0.237
C 0.641 5.528 0.967 -1.3740 0.9081 -2.1756 -0.524
S 0.410 4.155 2.223 -0.8851 -0.9763 0.2726 0.813
C -0.919 2.937 1.715 -0.4079 0.3086 -1.1945 -0.917
S -1.627 2.989 0.169 1.1188 -0.3774 2.8558 0.657
N -1.335 1.904 2.782 -0.8525 -0.2632 2.5875 -0.181
C -1.013 0.430 2.888 -2.9764 0.9343 4.6813 -0.011
C -1.758 0.011 4.315 0.8650 3.3310 -2.5634 -0.099
N -2.463 1.199 4.985 4.2223 0.5211 -7.5100 -0.015
C -2.164 2.310 3.994 0.2150 -4.0035 1.9463 -0.097
C 4.151 3.448 2.233 -1.6267 -2.5491 -2.3017 -0.064
C 4.546 4.798 3.073 2.0063 -0.4793 -1.2518 -0.569
Cl 3.225 6.088 3.181 0.2532 -1.3758 0.2344 0.575
C 5.816 5.505 2.246 0.0569 0.1442 0.3186 -0.259
C 5.723 7.141 2.189 1.3304 0.6658 -0.4045 -0.210
C 4.423 1.959 2.940 -0.1454 -0.2563 -0.0027 -0.077
N 4.978 1.985 4.337 -0.8220 -5.8536 -1.5285 0.090
C 5.154 0.620 4.936 -1.0477 1.8066 -2.7703 -0.144
O 5.647 0.497 6.320 -0.4230 1.0997 -3.7344 -0.034
C 4.780 -0.730 4.110 -0.0844 -0.1927 -1.0393 -0.067
C 4.996 -2.177 4.922 -1.0762 1.0409 -0.7002 -0.076
C 5.133 -3.468 3.914 0.7329 -1.0281 0.8530 -0.594
N 6.317 -3.344 2.938 -0.6515 -1.3890 0.7733 0.038
N 5.492 -4.665 4.820 -2.2062 0.7463 -0.0302 -0.001
N 3.836 -3.865 3.222 0.8298 2.3113 -1.2207 0.022
N 4.263 -0.839 2.704 1.7923 6.3518 4.8623 0.117
C 4.092 0.560 2.178 -0.7185 1.2019 -1.6353 -0.087
C 3.475 0.683 0.629 -0.2465 2.6540 -0.5346 -0.031
C 3.163 -0.729 -0.190 1.1606 -0.1945 1.4277 -0.146
C 1.814 -1.438 0.414 1.1502 0.7413 0.5425 -0.122
F 2.057 -2.921 0.444 -0.8532 3.1812 -0.2446 -0.225
H -4.854 5.569 0.724 -0.0622 -2.6786 -1.1792 0.042
H -4.388 3.632 1.000 -1.2447 1.8070 -1.9853 0.076
H -5.434 5.170 -1.817 0.3934 -2.1783 1.2581 0.065
H -4.116 1.053 -4.601 0.1418 1.1374 2.3441 0.146
H -3.893 0.693 -2.733 -0.3902 1.7898 -1.4072 0.136
H -2.412 2.987 -4.548 -0.2341 -1.3430 2.0768 0.133
H -2.513 3.105 -2.666 0.0799 -1.5419 -1.5895 0.081
H -1.314 0.409 -2.802 0.0537 1.9613 -1.0931 0.113
H -0.914 1.014 -4.565 -0.5022 0.6022 2.4567 0.120
H 0.743 2.543 -3.874 -1.2384 -0.3546 2.4200 0.068
H -0.335 3.272 -2.414 1.1598 -1.9951 -0.9824 0.074
H 0.506 1.280 -0.771 1.1343 0.6319 -2.1437 0.088
H 1.133 0.342 -2.284 -0.0187 2.1887 1.0167 0.113
H 2.544 3.144 -2.178 0.1441 -2.1824 1.4531 0.043
H 3.279 1.389 -2.329 -1.4513 1.6638 1.4461 0.090
H 3.625 4.786 -1.165 -1.1127 0.2356 2.3549 0.058
H 3.664 5.852 0.387 -1.4497 -2.1058 -0.7288 0.093
H 0.976 4.229 -0.874 1.3570 1.4876 1.0859 0.078
H 1.431 6.043 -1.108 0.2141 -1.8977 1.5955 0.106
H -0.452 5.793 0.566 2.4078 -0.8550 0.9997 0.013
H 1.040 6.551 1.431 -0.7534 -2.7026 -0.4035 0.087
H -0.379 -0.218 2.147 -1.5035 1.8121 1.5346 0.086
H -1.755 -1.046 4.839 0.0328 2.5117 -1.4156 0.092
H -2.597 3.348 4.323 1.3111 -1.9982 -1.4982 0.129
H 4.948 4.616 4.157 -1.3138 -0.0817 -2.1817 0.107
H 5.846 5.048 1.167 -0.0112 1.0008 2.0859 0.102
H 6.809 5.175 2.815 -2.1287 0.7344 -1.3037 0.125
H 5.612 7.657 3.257 -0.0057 -1.3260 -2.3941 0.081
H 6.765 7.545 1.771 -2.1517 -0.9711 0.8386 0.083
H 4.912 7.556 1.427 1.5983 -1.0534 1.8757 0.065
H 6.278 1.257 6.486 -1.1811 -0.9894 -0.5030 0.123
H 5.872 -2.081 5.694 -1.6115 -0.2319 -1.7069 0.125
H 3.984 -2.319 5.540 2.1758 0.2103 -1.2009 0.136
H 6.196 -4.039 2.142 -0.0897 1.0937 1.3155 0.055
H 7.134 -3.751 3.484 -1.3544 0.7593 -0.8348 0.082
H 5.087 -5.490 4.287 0.6787 1.2183 0.8478 0.081
H 4.812 -4.553 5.630 1.1073 -0.5000 -1.0542 0.071
H 3.054 -3.187 3.451 1.3737 -0.9177 -0.2621 0.080
H 4.021 -3.674 2.193 -0.5677 -0.2236 1.5093 0.039
H 4.070 -1.451 0.094 -2.0396 1.4811 -0.5649 0.113
H 3.192 -0.617 -1.354 -0.3347 0.0113 2.3211 0.107
H 1.710 -1.048 1.538 0.1852 -1.2526 -2.4240 0.112
H 0.863 -1.130 -0.195 1.7362 -1.1955 1.0516 0.114
C 1.155 -6.761 0.317 0.1476 0.0796 0.2352 -1.969
Cl 1.859 -5.586 1.458 -0.2008 -0.6488 -0.2739 0.544
Cl 2.462 -7.692 -0.457 -0.3162 0.1939 0.1484 0.506
Cl 0.076 -7.871 1.198 0.8684 0.1451 -0.0989 0.457
Cl 0.225 -5.893 -0.930 0.1667 -0.1817 0.2112 0.517
C -4.023 -7.533 1.676 -0.1032 0.2569 -0.1155 -1.951
Cl -4.100 -6.597 3.190 -0.1678 0.4042 -0.9917 0.488
Cl -3.685 -9.242 2.050 0.0051 0.2960 -0.3598 0.473
Cl -5.581 -7.408 0.820 0.6407 -0.2674 0.1840 0.493
Cl -2.724 -6.884 0.642 -0.9353 -0.0332 0.2174 0.488
C -3.922 -8.419 6.751 0.1312 -0.1297 -0.0783 -1.992
Cl -4.741 -9.823 7.480 0.1687 0.3392 -0.1453 0.514
Cl -2.435 -8.058 7.665 -0.3495 -0.0664 -0.1887 0.513
Cl -3.504 -8.787 5.059 0.0033 -0.4916 1.2903 0.447
Cl -5.007 -7.006 6.801 0.2331 -0.2954 -0.0277 0.510
C 4.909 3.324 -4.525 0.0771 -0.0149 -0.1107 -1.980
Cl 3.134 3.228 -4.640 0.5457 0.1498 -0.3704 0.565
Cl 5.580 1.688 -4.303 -0.1807 0.4034 -0.0322 0.527
Cl 5.564 4.036 -6.022 -0.1667 -0.1828 0.4021 0.526
Cl 5.360 4.344 -3.136 -0.0632 -0.2642 -0.3487 0.544
C 5.960 -5.365 -1.687 -0.1543 0.0133 -0.0358 -1.991
Cl 7.183 -5.860 -0.491 -0.2583 0.1538 -0.2006 0.502
Cl 5.412 -6.792 -2.602 0.0251 0.4555 0.2110 0.489
Cl 4.572 -4.628 -0.847 0.3184 -0.1293 -0.1756 0.512
Cl 6.673 -4.178 -2.809 -0.1454 -0.2883 0.2646 0.520
C -2.578 8.149 -1.009 -0.1535 0.2344 -0.1826 -1.951
Cl -2.994 9.212 0.358 0.1216 -0.2601 -0.2956 0.531
Cl -3.598 6.688 -0.957 1.0384 0.9804 -0.2599 0.596
Cl -2.858 9.014 -2.541 0.0933 -0.1885 0.3697 0.504
Cl -0.863 7.680 -0.896 -0.5047 0.3678 -0.2630 0.575
C 8.095 -10.258 -2.804 0.0761 0.0427 0.0361 -2.006
Cl 8.257 -8.579 -2.231 0.0826 -0.5751 -0.1361 0.476
Cl 9.542 -10.708 -3.741 -0.3550 0.0937 0.2137 0.512
Cl 7.930 -11.349 -1.405 0.0304 0.2716 -0.3478 0.513
Cl 6.651 -10.397 -3.838 0.3147 0.0474 0.2376 0.506
C -1.350 -12.588 0.621 0.0780 0.0407 -0.0531 -2.003
Cl -2.725 -12.528 1.752 0.3011 -0.0715 -0.2293 0.497
Cl -0.565 -10.990 0.554 -0.2347 -0.4645 0.0057 0.481
Cl -0.174 -13.804 1.180 -0.2984 0.2896 -0.1274 0.515
Cl -1.935 -13.030 -1.003 0.1306 0.1072 0.4043 0.515
C -8.986 -5.614 0.218 0.0828 0.0012 0.1593 -1.979
Cl -7.844 -5.275 1.542 -0.5439 0.1130 -0.2923 0.495
Cl -9.999 -4.177 -0.075 1.1550 -0.7676 0.1509 0.460
Cl -8.078 -6.012 -1.262 -0.2248 0.0966 0.3333 0.512
Cl -10.024 -6.991 0.666 0.2504 0.3395 -0.1196 0.523
C -4.877 8.005 -6.157 -0.0872 -0.0679 -0.0089 -2.003
Cl -4.715 9.685 -5.585 -0.0380 -0.3588 -0.1415 0.503
Cl -3.430 7.555 -7.094 -0.3376 0.1142 0.2299 0.513
Cl -5.042 6.914 -4.758 0.0591 0.2249 -0.3357 0.497
Cl -6.321 7.867 -7.192 0.3940 0.0160 0.3484 0.496
C -13.896 -2.275 -1.022 -0.0361 0.1508 -0.0054 -1.993
Cl -12.351 -2.973 -0.474 -1.3192 0.4685 -0.2882 0.448
Cl -14.664 -3.377 -2.192 0.2035 0.2591 0.2946 0.513
Cl -14.975 -2.051 0.378 0.2547 -0.0607 -0.3349 0.512
Cl -13.595 -0.700 -1.798 -0.0817 -0.3693 0.1762 0.513
C -8.318 9.452 -10.367 0.0193 0.0376 -0.0298 -2.017
Cl -9.028 7.819 -10.309 0.1835 0.3810 0.0094 0.508
Cl -8.854 10.383 -8.945 0.1393 -0.2380 -0.3333 0.505
Cl -6.541 9.328 -10.360 -0.4480 0.0638 -0.0841 0.492
Cl -8.851 10.279 -11.852 0.1237 -0.2066 0.3673 0.512
```
Positions in Å, forces in eV/Å.

## Properties
* HOMO-LUMO gap: 6.9 eV
* net charge: 0
* HOMO energy: -8.3 eV
* total energy: -699817.3303 eV

***

[2]
The following is a quantum chemistry calculation of a single C10H9N molecule in a non-equilibrium geometry, from the OMol25 dataset.

The geometry in XYZ format:
```
20
Properties=species:S:1:pos:R:3:forces:R:3:lowdin_charge:R:1
C -0.980 -0.122 3.040 -4.0679 2.2921 3.7637 -0.133
C -1.584 0.829 2.149 0.3952 0.1442 -0.5935 -0.051
C -1.125 0.855 0.782 -1.5375 0.3748 3.2234 -0.011
C -0.088 -0.001 0.416 -2.1993 2.4528 -1.2749 -0.277
C 0.356 0.087 -0.939 3.0805 -0.6363 -5.9823 -0.200
C 1.627 0.376 -1.536 0.8403 1.1378 3.2032 -0.063
C 1.598 0.263 -2.958 -1.6562 -0.9127 -0.5339 -0.092
C 0.309 -0.186 -3.273 2.2656 1.6155 6.7215 -0.084
N -0.413 -0.303 -2.086 8.4969 2.9316 0.5444 0.101
C 0.426 -0.807 1.318 3.0461 -5.0117 0.8415 -0.040
C -0.042 -0.960 2.652 1.5838 1.1124 -4.1550 -0.104
H -1.370 -0.201 4.215 1.0144 0.4909 -3.3001 0.161
H -2.324 1.575 2.595 0.9918 -1.2301 -1.0475 0.116
H -1.561 1.524 0.057 -0.0118 0.2023 0.0418 0.109
H 2.496 0.752 -0.820 -1.7928 -0.8960 -2.0083 0.138
H 2.314 0.374 -3.791 -0.0946 0.1587 1.1949 0.100
H -0.148 -0.458 -4.076 -2.3746 -1.4242 -5.1460 0.042
H -1.239 -0.516 -1.842 -7.8792 -2.2922 0.7215 0.053
H 1.201 -1.571 0.837 -1.3605 1.6715 1.6153 0.167
H 0.547 -1.511 3.256 1.2600 -2.1812 2.1705 0.069
```
Positions in Å, forces in eV/Å.

## Properties
* HOMO-LUMO gap: 9.0 eV
* ΔE to the lowest compared entry with this formula, charge and spin: 278.6 kJ/mol
* net charge: 0
* HOMO energy: -8.0 eV
* total energy: -12003.3134 eV
* structure (SMILES): c1ccc(-c2ccc[nH]2)cc1

***

[3]
The following is a quantum chemistry calculation of a molecular structure, C35H38FN2OPPdSi in a non-equilibrium geometry, from the OMol25 dataset.

The geometry in XYZ format:
```
80
Properties=species:S:1:pos:R:3:forces:R:3:lowdin_charge:R:1
Pd 0.304 -0.013 -0.406 0.3702 0.5072 0.7242 0.582
C -0.887 0.819 6.548 -0.0050 -0.0263 -0.0108 -0.094
C -0.391 1.812 5.719 0.0294 0.0947 0.0509 -0.091
C 0.019 1.501 4.430 0.0562 -0.0508 -0.0325 -0.117
C -0.053 0.195 3.948 -0.1221 0.2524 -0.1694 -0.367
C -0.530 -0.801 4.801 0.0927 0.0676 0.0596 -0.095
C -0.942 -0.490 6.088 0.0026 -0.0266 0.0418 -0.079
P 0.409 -0.100 2.167 0.0327 -0.6417 0.1187 1.061
C -0.524 -1.677 1.997 -0.0329 0.0572 -0.1473 -0.400
C -1.915 -1.606 2.106 0.0683 -0.0288 -0.1769 -0.124
C -2.693 -2.742 1.967 -0.0583 0.0162 -0.0235 -0.092
C -2.090 -3.968 1.716 -0.0066 -0.0259 0.0009 -0.101
C -0.710 -4.045 1.603 -0.0413 -0.0934 -0.0165 -0.085
C 0.073 -2.907 1.744 -0.0218 0.0266 0.0193 -0.080
C 2.135 -0.659 2.361 0.0153 0.0695 0.1290 -0.329
C 2.708 -0.940 3.577 -0.1058 0.0201 -0.0775 -0.080
C 4.069 -1.288 3.664 0.1649 -0.0496 -0.0143 -0.083
C 4.840 -1.331 2.538 0.0165 -0.0091 0.0877 -0.042
C 4.283 -1.064 1.266 -0.2457 0.0326 -0.0138 -0.178
C 5.065 -1.127 0.092 0.1145 -0.0478 -0.0845 -0.063
C 4.481 -0.936 -1.126 0.0677 0.0700 -0.0403 -0.094
C 3.103 -0.647 -1.221 0.1288 -0.0678 0.2979 -0.149
C 2.297 -0.512 -0.110 -0.5221 -0.2675 -0.5851 -0.197
C 2.898 -0.742 1.162 0.3468 0.0526 -0.0104 -0.220
H -1.229 1.060 7.546 0.0267 0.0016 0.0091 0.099
H -0.327 2.833 6.075 -0.0046 0.0001 -0.0128 0.100
H 0.412 2.280 3.786 -0.0378 0.0219 0.0051 0.093
H -0.569 -1.829 4.467 -0.0465 0.0026 -0.0175 0.108
H -1.308 -1.278 6.735 -0.0076 0.0096 0.0013 0.103
H -2.382 -0.648 2.305 -0.0407 -0.0178 -0.0220 0.105
H -3.771 -2.672 2.044 0.0136 -0.0036 0.0346 0.101
H -2.697 -4.860 1.614 0.0238 0.0098 -0.0149 0.097
H -0.240 -5.001 1.405 0.0215 0.0175 0.0131 0.101
H 1.151 -2.979 1.663 -0.0044 0.0337 -0.0374 0.107
H 2.127 -0.895 4.489 -0.0339 0.0457 -0.0091 0.094
H 4.500 -1.519 4.630 0.0026 0.0296 0.0033 0.099
H 5.894 -1.580 2.602 -0.0036 -0.0121 0.0014 0.108
H 6.125 -1.339 0.176 -0.0106 -0.0366 0.0067 0.104
H 5.080 -0.994 -2.029 0.0084 -0.0285 0.0022 0.096
H 2.678 -0.535 -2.208 -0.0302 0.0046 0.0349 0.030
C 2.173 0.396 -4.707 -0.2776 -0.1629 0.2495 -0.155
Si 0.731 1.053 -3.656 0.9773 1.4033 -0.3286 0.441
C 1.322 2.337 -2.404 -0.0533 -0.1572 -0.3651 -0.173
C -0.352 1.981 -4.913 -0.1788 -0.4147 0.2027 -0.161
N -0.049 -0.194 -2.723 -0.7543 -1.2808 0.2423 0.010
C -0.757 -1.199 -3.282 0.3017 0.5310 -0.3372 -0.260
C -0.797 -1.413 -4.688 -0.0399 -0.1001 -0.2284 -0.025
C -1.465 -2.472 -5.255 0.1300 0.1387 -0.3040 -0.077
C -2.167 -3.380 -4.465 -0.0148 0.0040 0.1747 -0.060
C -2.200 -3.200 -3.089 -0.0392 -0.1565 -0.3168 0.001
C -1.520 -2.143 -2.541 0.0917 0.1481 0.1891 -0.224
F -1.620 -1.975 -1.241 0.0230 0.1221 0.8331 0.091
H 2.733 1.233 -5.128 -0.0480 0.0784 0.0458 0.037
H 1.804 -0.205 -5.541 0.0491 0.0383 -0.0129 0.023
H 2.871 -0.224 -4.145 -0.0078 0.0452 -0.0426 0.014
H 1.743 3.209 -2.913 -0.0233 -0.0258 -0.0677 0.034
H 2.082 1.934 -1.736 -0.0027 -0.0698 0.0467 0.012
H 0.487 2.677 -1.787 -0.0065 -0.0400 0.0119 0.006
H 0.248 2.764 -5.380 0.0874 -0.0031 0.0678 0.037
H -1.224 2.455 -4.461 0.0172 -0.0114 -0.0281 0.007
H -0.711 1.326 -5.710 -0.0155 0.0855 -0.0076 0.021
H -0.255 -0.720 -5.318 -0.0795 -0.1530 -0.0073 0.068
H -1.446 -2.598 -6.330 0.0074 -0.0061 0.0102 0.108
H -2.687 -4.213 -4.918 -0.0151 -0.0053 -0.0044 0.109
H -2.748 -3.865 -2.436 0.0193 0.0366 0.0277 0.124
C -2.795 2.892 -2.041 0.0502 -0.1263 0.0585 -0.029
N -2.679 3.309 -0.650 -0.0677 0.0597 -0.1656 -0.135
C -3.278 4.565 -0.222 0.0730 -0.0090 0.1139 -0.049
C -1.965 2.497 0.162 0.0123 -0.0197 0.1673 -0.497
C -1.710 2.921 1.586 -0.0326 -0.0025 -0.0600 0.012
O -1.518 1.437 -0.268 -0.3515 -0.0041 -0.2968 -0.068
H -3.413 3.600 -2.585 -0.0089 0.0305 0.0216 0.086
H -3.236 1.896 -2.108 -0.0075 0.0124 -0.0068 0.098
H -1.808 2.843 -2.502 -0.0437 0.0133 0.0101 0.057
H -3.826 4.993 -1.055 0.0027 -0.0154 -0.0251 0.081
H -2.525 5.289 0.093 -0.0231 0.0098 -0.0038 0.093
H -3.984 4.412 0.596 0.0062 0.0220 -0.0074 0.091
H -2.243 3.818 1.886 0.0045 0.0066 0.0409 0.064
H -0.637 3.088 1.690 -0.0023 -0.0210 -0.0029 0.086
H -1.971 2.101 2.253 0.0188 -0.0102 -0.0201 0.076
```
Positions in Å, forces in eV/Å.

## Properties
* HOMO-LUMO gap (alpha / beta): 6.3 / 5.0 eV
* ΔE to the lowest compared entry with this formula, charge and spin: 50.3 kJ/mol
* net charge: 0
* HOMO energy (alpha / beta): -5.8 / -6.9 eV
* multiplicity: 3
* total energy: -65303.1245 eV

***

[4]
The following is a quantum chemistry calculation of a molecular structure, C2H4N2O2 in a non-equilibrium geometry, from the OMol25 dataset.

The geometry in XYZ format:
```
10
Properties=species:S:1:pos:R:3:forces:R:3:lowdin_charge:R:1
N -1.445 -0.107 -0.346 -1.0238 -0.9039 1.8603 0.062
C -0.641 -0.973 0.949 0.2595 -0.5192 -3.1394 -0.114
O -1.062 -1.954 1.421 0.8809 2.3303 -0.3836 0.168
O 1.157 -0.658 1.061 -2.7384 -0.2010 0.1787 -0.039
C 1.321 0.345 0.226 -0.3695 0.4135 -0.7930 -0.418
N 0.771 0.262 -0.925 1.6242 0.4305 -0.1592 0.032
H -1.156 -0.280 -1.336 0.4182 -0.5909 1.7907 0.068
H -1.436 0.923 -0.295 0.3041 -0.7852 0.7502 0.055
H 1.793 1.265 0.606 -0.0495 -0.3135 0.1703 0.125
H 0.697 1.176 -1.361 0.6943 0.1395 -0.2750 0.060
```
Positions in Å, forces in eV/Å.

## Properties
* HOMO-LUMO gap (alpha / beta): 8.5 / 8.5 eV
* ΔE to the lowest compared entry with this formula, charge and spin: 520.2 kJ/mol
* net charge: 0
* HOMO energy (alpha / beta): -9.3 / -9.3 eV
* total energy: -9209.8313 eV

***

- What is the formula in the second record?
  C10H9N